(1)
Formula: C82H178F12N5O10P2
Source: OMol25
Level of theory: ωB97M-V with the def2-TZVPD basis set

F_max, eV Å⁻¹: 5.354
Molar mass, g/mol: 1684.3
Relative energy (zero: lowest compared OMol25 entry of this formula, charge and spin), kJ/mol: 641.9
HOMO, eV: -9.74

Geometry as ORCA input:
```
! RIJCOSX wB97M-V def2-TZVPD def2/J DEFGRID3
* xyz 3 1
C 11.668 -3.484 33.149
C 11.891 -4.160 34.469
C 12.896 -5.349 34.307
N 13.113 -6.141 35.680
C 13.616 -5.308 36.910
C 11.810 -6.830 36.118
C 11.773 -8.091 35.202
C 13.215 -8.589 35.169
C 14.073 -7.309 35.318
H 10.994 -2.628 33.164
H 11.212 -4.174 32.439
H 12.541 -3.031 32.680
H 10.919 -4.481 34.845
H 12.284 -3.445 35.190
H 13.907 -5.107 33.979
H 12.631 -6.027 33.495
H 12.837 -4.555 37.034
H 14.628 -4.971 36.685
H 13.696 -6.016 37.734
H 11.914 -7.199 37.139
H 10.900 -6.232 36.082
H 11.089 -8.843 35.595
H 11.288 -7.818 34.266
H 13.406 -9.340 35.936
H 13.366 -9.014 34.177
H 14.901 -7.433 36.016
H 14.668 -7.010 34.455
C 16.372 1.334 34.623
C 15.746 2.050 35.880
C 16.552 1.670 37.190
N 16.083 2.347 38.521
C 16.124 3.883 38.521
C 16.964 1.909 39.713
C 16.027 1.662 40.853
C 14.693 1.158 40.182
C 14.613 1.865 38.848
H 15.707 1.598 33.801
H 16.157 0.274 34.759
H 17.406 1.570 34.370
H 14.710 1.711 35.889
H 15.761 3.127 35.713
H 17.624 1.822 37.065
H 16.467 0.591 37.317
H 17.142 4.107 38.203
H 15.926 4.376 39.473
H 15.367 4.244 37.826
H 17.755 2.625 39.937
H 17.450 0.955 39.511
H 15.817 2.570 41.419
H 16.328 0.988 41.656
H 13.903 1.458 40.869
H 14.688 0.078 40.029
H 13.931 2.715 38.832
H 14.497 1.114 38.066
C 14.259 -0.657 26.596
C 15.322 -0.545 27.646
C 14.799 -0.249 29.080
N 15.912 -0.537 30.156
C 17.207 0.120 29.709
C 16.102 -2.073 30.275
C 15.273 -2.446 31.561
C 14.573 -1.213 32.103
C 15.519 -0.069 31.577
H 14.658 -0.766 25.587
H 13.601 0.208 26.516
H 13.589 -1.513 26.681
H 16.125 0.101 27.293
H 15.948 -1.437 27.626
H 14.015 -0.977 29.287
H 14.549 0.808 29.178
H 16.980 1.168 29.510
H 17.640 -0.380 28.842
H 17.929 -0.058 30.506
H 17.140 -2.397 30.348
H 15.767 -2.603 29.384
H 15.958 -2.801 32.331
H 14.660 -3.338 31.426
H 14.598 -1.172 33.192
H 13.504 -1.280 31.900
H 16.429 -0.031 32.176
H 14.893 0.820 31.505
C 22.170 2.258 26.776
N 21.483 1.191 27.555
C 22.628 0.281 28.158
C 20.794 1.808 28.711
C 20.589 0.207 26.705
C 19.242 0.805 26.281
O 19.390 2.046 25.567
H 22.803 1.864 25.981
H 22.879 2.777 27.422
H 21.507 3.030 26.386
H 23.258 0.970 28.721
H 22.995 -0.282 27.301
H 22.162 -0.454 28.815
H 20.393 0.942 29.236
H 19.978 2.419 28.325
H 21.522 2.426 29.237
H 20.442 -0.799 27.097
H 21.192 0.160 25.798
H 18.523 0.909 27.094
H 18.863 0.107 25.535
H 18.605 2.093 25.016
C 15.888 -3.680 24.008
N 17.285 -3.830 24.714
C 18.043 -4.871 23.861
C 17.976 -2.460 24.458
C 16.910 -4.187 26.170
C 18.096 -4.070 27.171
O 18.250 -2.670 27.436
H 15.874 -3.559 22.925
H 15.248 -2.948 24.500
H 15.462 -4.662 24.214
H 19.042 -4.947 24.292
H 18.204 -4.546 22.833
H 17.488 -5.809 23.865
H 17.992 -2.247 23.390
H 18.957 -2.519 24.932
H 17.331 -1.727 24.942
H 16.588 -5.219 26.031
H 16.034 -3.597 26.438
H 19.040 -4.397 26.736
H 17.846 -4.509 28.137
H 18.824 -2.532 28.192
C 19.518 -7.669 26.299
C 18.733 -7.988 27.683
C 18.959 -9.451 28.057
C 18.082 -9.940 29.188
P 18.059 -9.065 30.802
C 19.711 -8.641 31.308
C 20.783 -9.775 31.142
C 21.668 -9.885 32.416
C 22.651 -8.738 32.532
C 17.330 -10.256 32.065
C 17.535 -9.928 33.537
C 16.909 -10.934 34.448
C 17.750 -12.209 34.483
C 17.103 -7.557 30.575
C 15.744 -7.609 29.876
C 15.243 -6.168 29.380
C 13.838 -6.124 28.820
H 20.467 -8.204 26.277
H 19.716 -6.598 26.336
H 18.905 -7.937 25.438
H 17.686 -7.698 27.590
H 19.222 -7.411 28.468
H 20.008 -9.600 28.313
H 18.812 -10.116 27.207
H 18.475 -10.935 29.399
H 17.043 -10.065 28.884
H 19.566 -8.218 32.302
H 19.973 -7.755 30.730
H 21.345 -9.652 30.216
H 20.378 -10.781 31.033
H 22.375 -10.711 32.335
H 21.014 -10.026 33.276
H 23.191 -8.838 33.473
H 22.115 -7.813 32.748
H 23.296 -8.698 31.654
H 17.797 -11.217 31.849
H 16.289 -10.481 31.829
H 17.132 -8.933 33.723
H 18.580 -9.740 33.784
H 15.841 -11.107 34.311
H 16.842 -10.542 35.463
H 17.277 -13.081 34.934
H 18.736 -12.044 34.917
H 18.017 -12.503 33.468
H 17.749 -6.840 30.070
H 17.010 -7.079 31.550
H 15.030 -8.043 30.576
H 15.755 -8.237 28.984
H 15.849 -5.901 28.514
H 15.379 -5.458 30.196
H 13.597 -6.938 28.137
H 13.765 -5.222 28.212
H 13.057 -6.167 29.579
C 12.478 -6.481 23.796
C 12.342 -6.015 25.205
C 10.858 -5.647 25.538
C 10.347 -4.438 24.695
P 8.617 -3.894 25.161
C 8.501 -3.312 26.846
C 9.509 -2.190 27.297
C 10.735 -2.661 27.960
C 10.636 -3.306 29.362
C 8.192 -2.646 23.975
C 6.694 -2.118 24.078
C 6.244 -1.076 23.038
C 6.815 0.284 23.149
C 7.457 -5.307 24.993
C 7.631 -5.961 23.603
C 6.611 -7.147 23.409
C 6.866 -8.329 24.340
H 12.444 -5.713 23.023
H 11.817 -7.308 23.538
H 13.447 -6.948 23.617
H 12.952 -5.132 25.398
H 12.722 -6.827 25.825
H 10.752 -5.600 26.621
H 10.317 -6.527 25.190
H 10.409 -4.706 23.640
H 10.838 -3.475 24.837
H 8.519 -4.154 27.538
H 7.472 -3.018 27.054
H 8.932 -1.531 27.947
H 9.764 -1.558 26.447
H 11.454 -1.849 28.068
H 11.179 -3.339 27.231
H 11.620 -3.603 29.727
H 10.027 -4.210 29.354
H 10.279 -2.586 30.097
H 8.411 -3.030 22.978
H 8.852 -1.835 24.279
H 6.566 -1.644 25.051
H 5.956 -2.920 24.088
H 5.170 -0.901 22.969
H 6.430 -1.473 22.040
H 6.484 0.891 22.306
H 7.904 0.241 23.176
H 6.495 0.752 24.080
H 6.455 -4.886 25.083
H 7.515 -5.948 25.872
H 8.674 -6.270 23.531
H 7.635 -5.223 22.801
H 6.768 -7.705 22.486
H 5.580 -6.817 23.541
H 6.031 -9.030 24.330
H 6.996 -7.972 25.362
H 7.710 -8.982 24.119
C 17.563 -3.953 36.291
O 16.217 -3.390 36.518
O 18.072 -4.377 37.512
C 17.539 -4.949 35.092
F 16.759 -4.555 34.075
F 18.787 -5.152 34.636
F 17.069 -6.146 35.356
C 16.081 -2.005 36.102
C 14.648 -1.676 36.509
H 14.006 -2.494 36.182
H 14.308 -1.723 37.543
H 14.282 -0.748 36.067
H 16.119 -1.847 35.025
H 16.748 -1.330 36.639
H 18.174 -3.157 35.865
C 13.099 3.194 31.644
O 12.566 1.955 31.221
O 12.727 4.142 30.661
C 12.787 3.577 33.119
F 11.488 3.864 33.362
F 13.305 2.852 34.139
F 13.376 4.707 33.499
C 11.823 1.097 32.024
C 11.038 0.176 31.158
H 11.726 -0.307 30.464
H 10.414 -0.527 31.710
H 10.386 0.579 30.383
H 11.115 1.518 32.738
H 12.466 0.522 32.689
H 14.188 3.174 31.600
C 20.309 -2.959 30.516
O 21.691 -2.576 30.628
O 19.808 -2.176 29.457
C 19.889 -4.553 30.534
F 20.652 -5.233 31.364
F 18.651 -4.755 30.993
F 20.058 -5.159 29.302
C 22.273 -2.611 31.925
C 23.839 -2.441 31.872
H 24.326 -3.242 31.315
H 24.046 -1.516 31.334
H 24.109 -2.436 32.928
H 22.160 -3.554 32.460
H 21.908 -1.810 32.568
H 19.753 -2.643 31.399
C 16.144 1.460 23.632
O 16.365 1.072 22.230
O 17.224 2.332 24.003
C 14.577 1.905 23.789
F 14.257 2.894 22.870
F 13.832 0.855 23.487
F 14.170 2.346 24.963
C 15.870 -0.239 21.891
C 15.946 -0.533 20.335
H 15.611 0.340 19.774
H 16.979 -0.662 20.011
H 15.170 -1.206 19.971
H 14.842 -0.410 22.212
H 16.503 -1.028 22.296
H 16.291 0.577 24.254
*
```

Atomic partial charges in e from the Löwdin method, atoms 1 to 5: C -0.097; C -0.204; C -0.058; N -0.196; C 0.073



(2)
Formula: H3OPSi
Source: OMol25
Level of theory: ωB97M-V with the def2-TZVPD basis set

F_max, eV Å⁻¹: 3.089
Molar mass, g/mol: 78.1
Relative energy (zero: lowest compared OMol25 entry of this formula, charge and spin), kJ/mol: 145.4
HOMO, eV: -8.89

Geometry as ORCA input:
```
! RIJCOSX wB97M-V def2-TZVPD def2/J DEFGRID3
* xyz 0 1
O -1.215 -3.175 0.021
Si 0.079 -0.325 0.096
P -0.377 -2.487 0.970
H 1.303 -1.016 -0.528
H -0.816 0.282 -0.924
H 0.901 0.997 1.054
*
```

Atomic partial charges in e from the natural (NBO) method, atoms 1 to 5: O -0.975; Si 0.274; P 1.073; H -0.139; H -0.120



(3)
Formula: C51H50FeN5P2Te
Source: OMol25
Level of theory: ωB97M-V with the def2-TZVPD basis set

<S²>: 8.7747
F_max, eV Å⁻¹: 1.394
Molar mass, g/mol: 978.4
HOMO (alpha / beta), eV: -12.25 / -12.37

Geometry as ORCA input:
```
! RIJCOSX wB97M-V def2-TZVPD def2/J DEFGRID3
* xyz 2 6
Fe 0.162 -0.897 0.314
C 1.463 -1.517 3.011
N 1.916 -1.531 1.603
C 3.072 -0.660 1.342
C 3.150 -0.374 -0.139
C 4.359 -0.142 -0.765
C 4.375 0.144 -2.122
C 3.174 0.186 -2.808
C 2.007 -0.062 -2.111
N 1.976 -0.336 -0.798
C 2.285 -2.896 1.162
C 1.091 -3.804 1.082
C 1.199 -5.174 1.260
C 0.049 -5.945 1.218
C -1.172 -5.310 1.040
C -1.183 -3.943 0.851
N -0.072 -3.197 0.833
C -0.048 -1.620 3.151
C -0.645 -2.354 4.155
C -2.030 -2.363 4.251
C -2.776 -1.630 3.344
C -2.105 -0.914 2.369
N -0.771 -0.919 2.260
H 1.756 -0.557 3.442
H 1.949 -2.301 3.598
H 4.004 -1.103 1.706
H 2.922 0.286 1.865
H 5.276 -0.183 -0.192
H 5.311 0.320 -2.635
H 3.131 0.405 -3.865
H 1.059 -0.044 -2.628
H 3.031 -3.327 1.838
H 2.751 -2.819 0.176
H 2.169 -5.619 1.441
H 0.102 -7.019 1.340
H -2.102 -5.861 1.042
H -2.119 -3.415 0.709
H -0.038 -2.906 4.862
H -2.519 -2.928 5.034
H -3.855 -1.596 3.398
H -2.638 -0.291 1.656
N -1.950 -0.212 -1.922
P -1.376 -1.765 -1.580
C -2.835 -2.807 -1.917
C -2.649 -4.148 -2.262
C -3.741 -4.961 -2.519
C -5.030 -4.446 -2.435
C -5.222 -3.119 -2.082
C -4.129 -2.305 -1.809
C -0.309 -2.283 -2.966
C -0.663 -2.013 -4.287
C 0.149 -2.440 -5.325
C 1.316 -3.148 -5.053
C 1.669 -3.431 -3.742
C 0.856 -2.998 -2.701
P -1.161 0.988 -1.007
C -0.414 2.101 -2.249
C 0.603 2.981 -1.873
C 1.179 3.837 -2.801
C 0.750 3.817 -4.120
C -0.258 2.944 -4.505
C -0.836 2.089 -3.577
C -2.564 2.012 -0.423
C -3.823 1.442 -0.251
C -4.884 2.203 0.228
C -4.693 3.538 0.542
C -3.439 4.114 0.376
C -2.380 3.356 -0.097
H -2.557 -0.010 -2.707
H -1.647 -4.553 -2.352
H -3.588 -5.995 -2.797
H -5.880 -5.079 -2.649
H -6.222 -2.711 -2.021
H -4.296 -1.275 -1.526
H -1.577 -1.474 -4.510
H -0.130 -2.230 -6.349
H 1.943 -3.488 -5.868
H 2.574 -3.987 -3.531
H 1.123 -3.226 -1.673
H 0.951 3.005 -0.846
H 1.959 4.520 -2.492
H 1.196 4.485 -4.846
H -0.605 2.932 -5.530
H -1.622 1.424 -3.909
H -3.980 0.400 -0.490
H -5.860 1.751 0.348
H -5.518 4.134 0.909
H -3.288 5.160 0.607
H -1.412 3.825 -0.226
C 3.521 6.585 4.374
C 2.803 5.431 3.733
C 1.582 4.979 4.228
C 0.896 3.922 3.649
C -0.415 3.488 4.257
C 1.466 3.290 2.525
Te 0.367 1.722 1.648
C 2.700 3.721 2.012
C 3.370 3.099 0.812
C 3.341 4.789 2.627
H 3.089 6.838 5.340
H 3.464 7.470 3.737
H 4.578 6.357 4.514
H 1.153 5.465 5.097
H -0.645 4.093 5.132
H -0.383 2.444 4.574
H -1.236 3.591 3.545
H 2.820 2.241 0.433
H 4.385 2.779 1.061
H 3.456 3.825 0.000
H 4.291 5.130 2.226
*
```

Atomic partial charges in e from the Löwdin method, atoms 1 to 5: Fe 0.419; C -0.096; N -0.208; C -0.144; C -0.282



(4)
Formula: C2H4ClN2P
Source: OMol25
Level of theory: ωB97M-V with the def2-TZVPD basis set

<S²>: 2.0122
F_max, eV Å⁻¹: 6.529
Molar mass, g/mol: 122.5
Relative energy (zero: lowest compared OMol25 entry of this formula, charge and spin), kJ/mol: 166.5
HOMO (alpha / beta), eV: -5.18 / -9.70

Geometry as ORCA input:
```
! RIJCOSX wB97M-V def2-TZVPD def2/J DEFGRID3
* xyz 0 3
C -0.459 1.199 0.222
C -0.818 -0.334 0.310
N 0.678 1.504 -0.264
N 0.111 -0.902 -0.760
P 1.479 0.114 -0.913
Cl 2.716 -0.502 0.651
H -1.235 2.052 0.340
H -0.677 -0.726 1.242
H -1.839 -0.514 -0.135
H 0.045 -1.891 -0.695
*
```

Atomic partial charges in e from the natural (NBO) method, atoms 1 to 5: C -0.058; C -0.277; N -0.808; N -0.909; P 1.338



- Among the records above, which one has the highest molar mass?
  C82H178F12N5O10P2